#1
This record from OMol25 describes an isolated ion of composition C5H10N2 and charge +2. The level of theory is ωB97M-V/def2-TZVPD.

Geometry (Å):
C  -1.705  0.074  0.124
C  -3.030  0.308  0.428
C  0.651  0.703  -0.024
C  1.923  0.140  0.183
C  -0.227  -1.671  -0.258
N  0.462  1.954  -0.263
N  -0.473  -0.182  -0.112
H  -3.230  0.278  1.419
H  -3.713  0.481  -0.325
H  2.788  0.919  0.090
H  2.269  -0.744  -0.577
H  2.109  -0.367  1.151
H  0.795  -2.020  -0.610
H  -0.953  -2.072  -0.995
H  -0.508  -2.224  0.608
H  1.082  2.818  0.016
H  -0.385  2.144  -0.793

The charge is +2. The LUMO energy is -10.571 eV. Its SMILES is C=C=[N+](C)C(C)=[NH2+]. The HOMO-LUMO gap comes out at 0.365 Ha. The calculation puts the highest occupied orbital energy at -20.5 eV.


#2
This record from OMol25 describes an isolated ion of composition C5H10N2 and charge +2. The level of theory is ωB97M-V/def2-TZVPD.

Geometry (Å):
C  -2.125  -0.427  0.021
C  -1.609  0.930  -0.229
C  0.078  -1.378  0.024
C  0.011  0.939  0.237
C  2.176  -0.173  -0.195
N  -1.243  -1.426  0.070
N  0.848  -0.336  0.116
H  -3.127  -0.815  -0.155
H  -1.649  1.193  -1.222
H  0.378  -2.428  0.089
H  0.182  1.249  1.292
H  0.468  1.580  -0.410
H  -2.023  1.671  0.343
H  2.403  0.177  -1.258
H  2.619  0.560  0.426
H  2.684  -1.137  0.041
H  -1.692  -2.310  0.233

The charge is +2. The LUMO energy is -11.680 eV. Its SMILES is C[N+]1=C[NH+]=CCC1. The HOMO-LUMO gap comes out at 0.335 Ha. The calculation puts the highest occupied orbital energy at -20.8 eV.


Which structure is the most stable? The one labeled #2.


#1
This record from OMol25 describes an isolated ion of composition C4H12N2O and charge +1. The level of theory is ωB97M-V/def2-TZVPD.

Geometry (Å):
N  -0.061  2.162  2.102
C  0.622  0.930  2.012
C  0.565  0.271  0.610
N  -0.706  -0.250  0.295
C  -0.732  -1.407  -0.560
C  -0.536  -1.041  -2.031
O  0.810  -0.855  -2.355
H  1.190  -1.717  -2.572
H  0.563  2.948  2.041
H  -0.747  2.235  2.832
H  1.645  1.051  2.371
H  0.159  0.269  2.746
H  1.262  -0.576  0.668
H  1.006  0.929  -0.157
H  -1.301  0.446  -0.164
H  -1.651  -1.972  -0.423
H  0.042  -2.085  -0.208
H  -1.145  -1.685  -2.678
H  -0.959  -0.042  -2.200

The charge is +1. Its expectation value of S² is 0.76. The spin multiplicity is 2. The LUMO energy (spin up / spin down) is -2.542 / -7.928 eV. The HOMO-LUMO gap (spin up / spin down) comes out at 0.427 / 0.202 Ha. The calculation puts the highest occupied orbital energy (spin up / spin down) at -14.2 / -13.4 eV.


#2
This record from OMol25 describes a 2-piece molecular cluster, C4H12N2O overall. The level of theory is ωB97M-V/def2-TZVPD.

Geometry (Å):
C  -2.450  0.497  0.098
C  -1.445  -0.069  1.108
C  -0.190  0.757  1.181
N  0.487  0.914  -0.090
C  1.677  0.435  -0.374
N  2.221  0.565  -1.564
H  -3.363  -0.119  0.035
H  -2.158  0.498  -0.964
H  -2.699  1.524  0.384
H  -1.920  -0.175  2.068
H  -1.136  -1.068  0.779
H  0.514  0.246  1.849
H  -0.409  1.769  1.536
H  0.038  1.264  -0.935
H  2.359  0.194  0.455
H  3.124  1.049  -1.513
H  2.450  -3.183  -1.212
H  1.216  -2.215  -1.149
O  1.685  -2.883  -1.691

The charge is +1. Its expectation value of S² is 0.76. The spin multiplicity is 2. The LUMO energy (spin up / spin down) is -4.719 / -7.818 eV. The HOMO-LUMO gap (spin up / spin down) comes out at 0.372 / 0.257 Ha. The calculation puts the highest occupied orbital energy (spin up / spin down) at -14.8 / -14.8 eV.


#3
This record from OMol25 describes an isolated ion of composition C4H12N2O and charge +1. The level of theory is ωB97M-V/def2-TZVPD.

Geometry (Å):
C  0.346  -0.500  0.500
N  1.632  -0.054  0.056
C  2.598  -1.034  -0.428
O  3.210  -0.547  -1.601
C  -0.775  0.387  -0.134
N  -2.085  -0.024  0.165
C  -3.052  1.039  0.582
H  0.401  -0.387  1.587
H  0.200  -1.568  0.263
H  2.052  0.753  0.498
H  3.354  -1.428  0.250
H  2.022  -1.891  -0.817
H  3.616  0.305  -1.465
H  -0.501  1.399  0.185
H  -0.625  0.419  -1.218
H  -2.546  -0.593  -0.543
H  -4.016  0.848  0.093
H  -2.663  2.012  0.363
H  -3.169  0.866  1.664

The charge is +1. Its expectation value of S² is 0.76. The spin multiplicity is 2. The LUMO energy (spin up / spin down) is -2.723 / -8.076 eV. The HOMO-LUMO gap (spin up / spin down) comes out at 0.435 / 0.179 Ha. The calculation puts the highest occupied orbital energy (spin up / spin down) at -14.6 / -12.9 eV.


Which structure is the most stable? The one labeled #1.


#1
This record from OMol25 describes a 3-piece molecular cluster, C4H14NO2 overall. The level of theory is ωB97M-V/def2-TZVPD.

Geometry (Å):
C  1.144  -0.929  0.154
C  1.081  -0.571  1.642
C  0.783  -1.701  2.604
C  -0.172  -1.589  3.513
N  -0.124  -1.352  -0.499
H  1.592  -0.086  -0.366
H  2.015  -1.596  0.172
H  2.039  -0.178  2.002
H  0.261  0.184  1.788
H  1.402  -2.581  2.467
H  -0.257  -2.304  4.295
H  -0.767  -0.701  3.672
H  -0.759  -0.463  -0.445
H  -0.011  -1.531  -1.503
H  -0.528  -2.190  -0.042
H  -2.767  5.110  -2.877
H  -2.130  5.399  -4.202
O  -2.601  4.698  -3.733
H  -0.257  0.527  -3.627
H  0.407  1.166  -2.331
O  -0.348  0.686  -2.684

The charge is 0. Its expectation value of S² is 0.75. The spin multiplicity is 2. The LUMO energy (spin up / spin down) is 0.956 / 0.610 eV. The HOMO-LUMO gap (spin up / spin down) comes out at 0.154 / 0.394 Ha. The calculation puts the highest occupied orbital energy (spin up / spin down) at -3.2 / -10.1 eV.


#2
This record from OMol25 describes a 3-piece molecular cluster, C4H14NO2 overall. The level of theory is ωB97M-V/def2-TZVPD.

Geometry (Å):
C  1.465  -1.603  0.399
C  -0.057  -1.397  0.486
C  -0.655  -0.564  -0.590
C  -1.605  -0.929  -1.497
N  -0.507  0.900  -0.384
H  1.981  -0.893  -0.227
H  1.895  -1.586  1.410
H  1.691  -2.615  0.049
H  -0.566  -2.357  0.421
H  -0.344  -0.976  1.462
H  -1.867  -1.968  -1.596
H  -2.207  -0.268  -2.092
H  -1.362  1.348  -0.774
H  0.326  1.304  -0.820
H  -0.502  1.109  0.625
H  -0.772  1.032  2.903
H  -2.195  1.589  2.896
O  -1.387  1.552  2.360
H  2.577  2.376  -1.019
H  2.155  2.067  -2.468
O  1.937  1.878  -1.545

The charge is 0. Its expectation value of S² is 0.75. The spin multiplicity is 2. The LUMO energy (spin up / spin down) is 0.374 / 0.190 eV. The HOMO-LUMO gap (spin up / spin down) comes out at 0.122 / 0.321 Ha. The calculation puts the highest occupied orbital energy (spin up / spin down) at -2.9 / -8.5 eV.


Which structure is the most stable? The one labeled #2.